i) Entry from OMol25: an isolated molecule of C2H5NP2 (wB97M-V/def2-TZVPD).

XYZ file:
```
10
Properties=species:S:1:pos:R:3:nbo_charge:R:1
H 2.216 2.386 2.408 -0.05
P 1.686 2.689 1.060 0.46
C 0.739 1.264 0.799 -0.99
P 0.430 0.659 -0.825 1.00
N -0.435 -0.574 -0.420 -0.86
C -1.171 -1.623 -1.097 -0.41
H 0.725 0.629 1.708 0.25
H -1.319 -2.374 -0.449 0.20
H -0.768 -1.903 -1.996 0.18
H -2.105 -1.153 -1.188 0.21
```

Output
- multiplicity = 1
- E_LUMO (eV) = -0.972
- orbital gap (eV) = 7.67
- structure (SMILES) = [H]/P=C/P=N/C
- molecular weight (g mol⁻¹) = 105.02

ii) Entry from OMol25: an isolated molecule of C2H5NP2 (wB97M-V/def2-TZVPD).

XYZ file:
```
10
Properties=species:S:1:pos:R:3:nbo_charge:R:1
C 0.852 -1.470 1.510 -0.92
P 1.386 0.021 0.971 0.92
N -0.015 0.616 0.053 -1.02
C -0.057 1.096 -1.346 -0.45
P -1.442 -0.035 -0.690 0.66
H -0.240 -1.782 1.209 0.23
H 1.382 -2.189 2.077 0.23
H -0.140 2.201 -1.511 0.21
H 0.704 0.644 -2.112 0.21
H -2.431 0.896 -0.161 -0.06
```

Output
- multiplicity = 1
- E_LUMO (eV) = 0.412
- orbital gap (eV) = 9.06
- structure (SMILES) = C=PN1CP1
- molecular weight (g mol⁻¹) = 105.02

How do the energies compare? Relative to the most stable structure, in eV: i) 0.498; ii) 0.000.

i) Entry from OMol25: an isolated molecule of C3H3ClO2 (wB97M-V/def2-TZVPD).

XYZ file:
```
9
Properties=species:S:1:pos:R:3:nbo_charge:R:1
C -1.123 0.174 0.064 -0.67
C 0.328 0.340 -0.089 0.17
Cl 1.067 1.973 0.156 -0.03
O 1.036 -0.365 -1.133 -0.43
C 1.268 -0.729 0.139 0.74
O 1.959 -1.647 0.711 -0.53
H -1.728 0.527 0.945 0.27
H -1.138 -0.903 0.011 0.24
H -1.669 0.631 -0.805 0.24
```

Output
- multiplicity = 1
- E_LUMO (eV) = 0.598
- orbital gap (eV) = 11.30
- structure (SMILES) = C[C@]1(Cl)OC1=O
- molecular weight (g mol⁻¹) = 106.51

ii) Entry from OMol25: an isolated molecule of C3H3ClO2 (wB97M-V/def2-TZVPD).

XYZ file:
```
9
Properties=species:S:1:pos:R:3:nbo_charge:R:1
C 0.033 0.048 -0.107 -0.73
C -0.388 0.288 -1.502 0.48
O -1.419 0.151 -2.105 -0.45
C 0.193 1.168 -2.461 0.51
O 0.640 1.013 -3.550 -0.47
Cl -0.268 2.911 -2.024 -0.15
H -0.776 0.623 0.344 0.28
H 1.063 0.441 -0.157 0.26
H -0.271 -0.920 0.296 0.27
```

Output
- multiplicity = 1
- E_LUMO (eV) = -0.124
- orbital gap (eV) = 10.29
- structure (SMILES) = CC(=O)C(=O)Cl
- molecular weight (g mol⁻¹) = 106.51

iii) Entry from OMol25: a cluster of 2 separate species, C3H3ClO2 in total (wB97M-V/def2-TZVPD).

XYZ file:
```
9
Properties=species:S:1:pos:R:3:nbo_charge:R:1
C -0.721 -0.606 0.454 -0.83
C -1.492 0.439 0.441 0.77
O -2.094 1.421 0.375 -0.42
H -0.904 -1.423 -0.219 0.27
H -0.157 -0.842 1.329 0.29
O 0.961 1.473 -0.809 -0.52
C 1.162 0.312 -0.684 0.38
Cl 2.323 -0.294 0.509 -0.10
H 0.922 -0.479 -1.396 0.15
```

Output
- multiplicity = 1
- E_LUMO (eV) = 0.572
- orbital gap (eV) = 10.30
- structure (SMILES) = C=C=O.O=CCl
- molecular weight (g mol⁻¹) = 106.51

How do the energies compare? Relative to the most stable structure, in eV: i) 0.280; ii) 0.068; iii) 0.000.

i) Entry from OMol25: an isolated molecule of C7H9NO (wB97M-V/def2-TZVPD).

XYZ file:
```
18
Properties=species:S:1:pos:R:3:nbo_charge:R:1
C 0.650 -0.697 2.143 -0.44
N 1.114 -0.895 0.845 -0.42
C 0.329 -0.460 -0.035 0.36
C -0.965 0.252 -0.302 -0.51
C -1.487 0.204 -1.763 -0.39
C -0.468 -0.087 -2.849 -0.35
C 0.002 0.257 -3.940 0.66
O 0.411 0.421 -5.032 -0.48
C 0.787 -0.525 -1.678 -0.37
H 0.379 0.308 2.393 0.19
H -0.270 -1.358 2.291 0.19
H 1.418 -1.099 2.887 0.21
H -0.900 1.223 0.087 0.24
H -1.684 -0.301 0.382 0.23
H -2.148 -0.733 -1.777 0.22
H -2.206 1.024 -2.104 0.24
H 1.164 -1.456 -2.050 0.22
H 1.477 0.249 -1.789 0.21
```

Output
- multiplicity = 1
- E_LUMO (eV) = 0.623
- orbital gap (eV) = 9.36
- structure (SMILES) = C/N=C1\CCC(=C=O)C1
- molecular weight (g mol⁻¹) = 123.15

ii) Entry from OMol25: a cluster of 2 separate species, C7H9NO in total (wB97M-V/def2-TZVPD).

XYZ file:
```
18
Properties=species:S:1:pos:R:3:nbo_charge:R:1
C -1.777 1.798 0.223 -0.64
C -0.886 0.510 0.199 -0.28
C -0.560 -0.241 1.198 0.02
C 0.591 -1.342 1.235 -0.48
C 1.148 -1.814 -0.012 -0.34
C 1.564 -1.097 -1.051 0.05
C -0.401 0.683 -1.175 0.70
H -2.008 2.322 1.371 0.21
H -1.362 2.666 -0.612 0.28
H -2.817 1.467 -0.044 0.23
H -0.432 0.185 2.629 0.20
H 1.175 -0.761 1.945 0.23
H 0.272 -2.266 1.942 0.23
H 1.951 -2.639 0.027 0.22
H 2.165 -1.471 -1.940 0.21
H 1.106 0.387 -2.398 0.39
N 0.973 0.070 -1.498 -0.64
O -0.700 1.544 -2.040 -0.57
```

Output
- multiplicity = 1
- E_LUMO (eV) = -0.247
- orbital gap (eV) = 8.20
- molecular weight (g mol⁻¹) = 123.15

How do the energies compare? Relative to the most stable structure, in eV: i) 0.000; ii) 1.602.

i) Entry from OMol25: an isolated molecule of C3H7NOS (wB97M-V/def2-TZVPD).

XYZ file:
```
13
Properties=species:S:1:pos:R:3:nbo_charge:R:1
C 0.814 -1.394 -1.036 -0.27
C 0.358 -1.265 0.181 -0.53
S 0.173 0.444 0.578 1.94
C 0.169 1.182 -0.971 -1.10
N -1.257 0.457 1.464 -1.05
O 1.226 0.900 1.462 -0.92
H 1.081 -2.353 -1.465 0.20
H 1.036 -0.561 -1.626 0.26
H 0.216 -2.106 0.854 0.25
H 0.605 2.082 -0.647 0.22
H -0.736 1.440 -1.466 0.22
H -1.844 -0.134 1.014 0.37
H -1.839 1.306 1.658 0.41
```

Output
- multiplicity = 1
- E_LUMO (eV) = 0.607
- orbital gap (eV) = 8.54
- structure (SMILES) = C=C[S@@](=C)(N)=O
- molecular weight (g mol⁻¹) = 105.16

ii) Entry from OMol25: an isolated molecule of C3H7NOS (wB97M-V/def2-TZVPD).

XYZ file:
```
13
Properties=species:S:1:pos:R:3:nbo_charge:R:1
O -1.859 -0.936 -0.445 -0.76
C -0.696 -0.980 0.460 0.12
N 0.556 -0.806 -0.272 -0.63
C 0.836 0.467 -0.747 -0.24
C 0.683 1.272 0.500 -0.50
S -0.772 0.588 1.430 0.13
H -2.686 -1.017 0.037 0.48
H -0.777 -1.865 1.146 0.20
H 0.570 -1.390 -1.058 0.37
H 0.105 0.798 -1.474 0.18
H 1.858 0.416 -1.122 0.21
H 0.590 2.344 0.406 0.23
H 1.593 1.111 1.141 0.21
```

Output
- multiplicity = 1
- E_LUMO (eV) = 0.780
- orbital gap (eV) = 9.39
- structure (SMILES) = O[C@H]1NCCS1
- molecular weight (g mol⁻¹) = 105.16

iii) Entry from OMol25: an isolated molecule of C3H7NOS (wB97M-V/def2-TZVPD).

XYZ file:
```
13
Properties=species:S:1:pos:R:3:nbo_charge:R:1
C -2.491 1.009 -0.131 -0.07
N -1.693 0.037 0.697 -0.55
S -0.709 -0.750 -0.457 0.21
C 1.039 -0.763 0.470 -0.16
O 1.499 0.498 0.623 -0.52
C 2.534 0.683 -0.475 -0.27
H -3.100 1.692 0.290 0.16
H -2.648 0.933 -1.208 0.17
H 1.684 -1.431 -0.230 0.20
H 0.342 -1.191 1.287 0.24
H 2.119 0.776 -1.452 0.20
H 3.231 -0.204 -0.209 0.19
H 3.076 1.610 -0.208 0.20
```

Output
- multiplicity = 1
- E_LUMO (eV) = -0.006
- orbital gap (eV) = 8.10
- structure (SMILES) = C=NSCOC
- molecular weight (g mol⁻¹) = 105.16

iv) Entry from OMol25: an isolated molecule of C3H7NOS (wB97M-V/def2-TZVPD).

XYZ file:
```
13
Properties=species:S:1:pos:R:3:nbo_charge:R:1
C 2.440 0.119 0.073 -0.25
O 1.498 -0.924 -0.202 -0.40
N 0.223 -0.418 -0.047 -0.20
C -0.685 -1.310 0.061 -0.11
S -2.396 -0.844 -0.004 0.24
C -2.142 0.949 -0.076 -0.74
H 2.190 0.652 1.024 0.18
H 3.396 -0.410 0.103 0.19
H 2.393 0.789 -0.765 0.18
H -0.528 -2.380 0.022 0.20
H -3.187 1.308 -0.026 0.22
H -1.671 1.214 -1.000 0.23
H -1.533 1.255 0.838 0.24
```

Output
- multiplicity = 1
- E_LUMO (eV) = 0.923
- orbital gap (eV) = 9.41
- structure (SMILES) = CO/N=C/SC
- molecular weight (g mol⁻¹) = 105.16

How do the energies compare? Relative to the most stable structure, in eV: i) 3.939; ii) 0.000; iii) 4.072; iv) 1.539.